Entry 1:
This record from OMol25 describes a structure of composition C6H11NO. The level of theory is ωB97M-V/def2-TZVPD.

Output
Molar mass (g/mol): 113.16
Frontier orbital gap (hartree): 0.364
HOMO level (eV): -8.8596

Each line ends with the Mulliken charge.
Element x y z (Å)
C 0.70996 1.56803 -1.01227  0.03
C 1.68412 1.25026 0.05258  -0.73
C 0.25532 0.77866 0.15641  -0.26
C -0.02324 -1.52556 1.06374  -0.60
C -1.21411 -2.23971 0.34461  -0.60
C -1.28748 -0.91872 -0.40508  -0.50
H 0.52658 3.57917 -1.37426  0.30
H 0.69231 1.05239 -1.98974  0.31
H 2.57284 0.60916 -0.25614  0.25
H 1.95706 2.10647 0.70180  0.25
H -0.28417 1.36367 0.88019  0.41
H 0.94777 -1.96026 1.25269  0.34
H -0.38883 -1.05038 1.93423  0.32
H -0.80578 -3.08228 -0.22006  0.27
H -1.97179 -2.51949 1.09743  0.31
H -1.54578 -0.94926 -1.49696  0.33
H -2.00481 -0.30874 0.22509  0.26
N 0.06735 -0.59578 -0.07160  -0.16
O 0.11269 2.84237 -0.88266  -0.51

---

Entry 2:
This record from OMol25 describes a structure of composition C30H25F5N6O3RuS2. The level of theory is ωB97M-V/def2-TZVPD.

Output
Molar mass (g/mol): 777.76
2S+1: 2
Frontier orbital gap (spin up / spin down) (hartree): 0.257 / 0.237
Net charge: +1
HOMO level (spin up / spin down) (eV): -10.8279 / -10.7406
Expectation value of S²: 0.76

Each line ends with the Mulliken spin population.
Element x y z (Å)
Ru -0.88450 -1.22643 0.80129  0.87
O 1.37813 -1.42678 0.93423  0.02
N 1.95559 -1.46148 2.11498  0.02
C 3.30617 -1.41580 2.16860  -0.01
C 3.96712 -1.42527 3.36483  0.01
C 3.23349 -1.49972 4.55080  -0.01
C 1.86306 -1.55863 4.47172  0.01
C 1.22431 -1.52955 3.22931  -0.01
S -0.49070 -1.56416 3.11595  0.02
H 3.79629 -1.36760 1.20831  0.00
H 5.04539 -1.37194 3.37416  0.00
H 3.72536 -1.50659 5.51284  0.00
H 1.23892 -1.61594 5.35251  0.00
C 0.45135 1.14733 -1.55643  0.00
C -0.11904 1.66920 -0.28509  0.03
N -0.61267 0.91977 0.68630  -0.04
C -1.03779 1.76244 1.69593  0.01
C -0.80256 3.03777 1.31630  0.00
N -0.22763 2.96890 0.06166  0.00
C 0.21880 4.11820 -0.70778  0.00
N 1.18654 4.87450 0.02505  0.00
N 0.94369 6.17894 0.33014  0.00
N 1.91727 6.64437 0.99654  0.00
C 2.85670 5.64623 1.17748  0.00
C 4.07605 5.64864 1.85732  0.00
C 4.77233 4.46286 1.89979  0.00
C 4.28686 3.29983 1.27390  0.00
C 3.09018 3.28331 0.59148  0.00
C 2.38471 4.48807 0.55344  0.00
H 0.59382 0.07696 -1.45154  0.00
H 1.41325 1.60539 -1.78650  0.00
H -0.22886 1.32361 -2.39145  0.00
H -1.48100 1.37848 2.59774  0.00
H -0.97502 3.97448 1.81764  0.00
H -0.61415 4.79215 -0.90117  0.00
H 0.62964 3.76816 -1.65380  0.00
H 4.44233 6.55265 2.32348  0.00
H 5.71126 4.41449 2.43418  0.00
H 4.87313 2.39206 1.33148  0.00
H 2.71826 2.37626 0.13255  0.00
C -2.88911 0.05777 -4.78661  0.00
C -3.00199 -0.50609 -3.39833  0.00
C -3.03520 0.32234 -2.27940  0.01
C -3.21286 -0.20171 -1.00556  0.00
C -3.36393 -1.57364 -0.85384  -0.01
C -3.28404 -2.42316 -1.95001  -0.01
C -3.09500 -1.88606 -3.21061  0.00
S -3.79391 -2.24871 0.75310  0.00
C -5.46183 -1.55769 0.74392  0.00
O -3.00694 -1.34345 1.70006  -0.01
H -2.96622 1.14352 -4.78743  0.00
H -3.67456 -0.34735 -5.42431  0.00
H -1.93369 -0.21977 -5.23617  0.00
H -2.96461 1.39616 -2.41007  0.00
H -3.30786 0.45921 -0.15143  0.01
H -3.37658 -3.49337 -1.80800  0.00
H -3.04028 -2.54140 -4.07146  0.00
H -5.41951 -0.50715 0.46915  0.00
H -5.86523 -1.66536 1.74990  0.00
H -6.06090 -2.12688 0.03485  0.00
F 1.79984 -5.82270 -3.23306  0.00
C 1.02515 -5.20070 -2.34626  0.01
C 0.46057 -5.90505 -1.29528  0.00
F 0.68952 -7.20977 -1.18758  0.00
C -0.32743 -5.26409 -0.35684  0.01
F -0.85390 -5.96093 0.65087  0.00
C -0.56523 -3.88716 -0.41646  0.00
O -1.27294 -3.24659 0.49166  0.05
C 0.01817 -3.22327 -1.50057  0.00
F -0.16784 -1.86609 -1.54176  0.00
C 0.79521 -3.84231 -2.45297  0.00
F 1.32711 -3.14368 -3.45768  0.00

---

Repeat the first record exactly.
This record from OMol25 describes a structure of composition C6H11NO. The level of theory is ωB97M-V/def2-TZVPD.

Output
Molar mass (g/mol): 113.16
Frontier orbital gap (hartree): 0.364
HOMO level (eV): -8.8596

Each line ends with the Mulliken charge.
Element x y z (Å)
C 0.70996 1.56803 -1.01227  0.03
C 1.68412 1.25026 0.05258  -0.73
C 0.25532 0.77866 0.15641  -0.26
C -0.02324 -1.52556 1.06374  -0.60
C -1.21411 -2.23971 0.34461  -0.60
C -1.28748 -0.91872 -0.40508  -0.50
H 0.52658 3.57917 -1.37426  0.30
H 0.69231 1.05239 -1.98974  0.31
H 2.57284 0.60916 -0.25614  0.25
H 1.95706 2.10647 0.70180  0.25
H -0.28417 1.36367 0.88019  0.41
H 0.94777 -1.96026 1.25269  0.34
H -0.38883 -1.05038 1.93423  0.32
H -0.80578 -3.08228 -0.22006  0.27
H -1.97179 -2.51949 1.09743  0.31
H -1.54578 -0.94926 -1.49696  0.33
H -2.00481 -0.30874 0.22509  0.26
N 0.06735 -0.59578 -0.07160  -0.16
O 0.11269 2.84237 -0.88266  -0.51